15
Properties=species:S:1:pos:R:3:lowdin_charge:R:1 method="wB97M-V/def2-TZVPD" charge=0 smiles=NCC[C@@H]1CS1 lumo_ev=1.028 homo_ev=-8.64
C -0.95860 -0.38317 -0.44219 -0.351
H -2.86175 0.26855 -0.20124 0.075
H -0.78725 0.38730 -1.16269 0.102
H -0.33322 -0.71815 1.56805 0.124
H -0.73491 1.00476 1.12077 0.120
C -0.24105 0.07788 0.77915 -0.207
S 2.44761 -0.97070 -0.00532 0.796
H 1.25374 0.52742 -1.58412 0.071
N -2.35778 -0.60868 -0.25844 0.009
C 1.91000 0.60886 -0.70767 -0.434
H -0.56557 -1.30462 -0.81051 0.107
H 1.72401 0.76835 1.47666 0.105
H -2.48638 -1.25574 0.46070 0.046
C 1.28900 0.28263 0.57567 -0.621
H 2.70214 1.31528 -0.80882 0.059